Record 1
{
  "formula": "C31H32F12N3O3ReS",
  "method": "ωB97M-V with the def2-TZVPD basis set",
  "elements": ["Re", "C", "C", "C", "C", "C", "N", "C", "C", "C", "C", "C", "C", "C", "C", "O", "C", "F", "F", "F", "C", "F", "F", "F", "C", "C", "C", "O", "C", "F", "F", "F", "C", "F", "F", "F", "H", "H", "H", "H", "H", "H", "H", "H", "H", "H", "H", "H", "N", "C", "C", "C", "C", "N", "H", "H", "H", "H", "H", "H", "H", "H", "H", "H", "H", "H", "C", "S", "O", "C", "C", "C", "C", "C", "C", "H", "H", "H", "H", "H", "H", "H", "H"],
  "positions_angstrom": [[-0.283, -0.062, -0.504], [2.151, 1.301, 5.862], [2.000, 0.968, 4.421], [2.719, -0.076, 3.824], [2.598, -0.323, 2.478], [1.709, 0.429, 1.678], [1.665, 0.202, 0.296], [2.813, 0.252, -0.374], [4.014, 0.703, 0.323], [5.235, 0.669, -0.251], [5.372, 0.270, -1.608], [6.681, 0.174, -2.252], [4.165, 0.037, -2.371], [2.936, 0.014, -1.813], [1.724, -0.128, -2.719], [0.584, -0.604, -2.045], [1.941, -1.134, -3.902], [2.541, -2.222, -3.423], [0.769, -1.485, -4.398], [2.681, -0.587, -4.852], [1.313, 1.289, -3.240], [2.330, 2.020, -3.610], [0.705, 1.901, -2.162], [0.419, 1.211, -4.200], [0.903, 1.432, 2.283], [1.101, 1.710, 3.611], [-0.031, 2.282, 1.428], [-0.610, 1.486, 0.386], [-1.286, 2.801, 2.213], [-1.011, 3.789, 3.026], [-2.220, 3.164, 1.356], [-1.775, 1.761, 2.927], [0.752, 3.470, 0.786], [-0.007, 4.120, -0.072], [1.200, 4.272, 1.722], [1.810, 2.966, 0.115], [2.658, 0.521, 6.423], [1.189, 1.531, 6.326], [2.744, 2.220, 5.959], [3.377, -0.690, 4.427], [3.143, -1.145, 2.021], [3.920, 1.121, 1.316], [6.109, 0.992, 0.304], [7.476, -0.076, -1.548], [6.943, 1.180, -2.640], [6.683, -0.485, -3.120], [4.287, -0.113, -3.435], [0.576, 2.533, 4.080], [-1.363, -0.782, 1.267], [-0.813, -1.690, 2.341], [-0.896, -3.179, 2.000], [-1.998, -3.528, 1.001], [-1.722, -3.093, -0.454], [-0.441, -2.316, -0.641], [-1.731, 0.055, 1.719], [-2.178, -1.230, 0.845], [-1.394, -1.488, 3.240], [0.208, -1.388, 2.556], [-1.105, -3.719, 2.922], [0.076, -3.562, 1.671], [-2.956, -3.122, 1.339], [-2.128, -4.608, 1.021], [-2.537, -2.495, -0.856], [-1.652, -3.974, -1.087], [-0.127, -2.469, -1.596], [0.272, -2.738, -0.049], [-3.069, 1.465, -3.215], [-3.025, -0.202, -2.614], [-2.071, -0.153, -1.344], [-4.614, -0.404, -1.935], [-5.413, -1.378, -2.519], [-6.694, -1.556, -2.013], [-7.129, -0.788, -0.941], [-6.312, 0.200, -0.385], [-5.032, 0.393, -0.868], [-3.391, 2.155, -2.436], [-3.793, 1.454, -4.035], [-2.084, 1.717, -3.607], [-5.064, -1.974, -3.356], [-7.344, -2.300, -2.455], [-8.108, -0.969, -0.520], [-6.688, 0.839, 0.402], [-4.395, 1.165, -0.448]],
  "total_charge": 4,
  "gap_ev": [4.4, 4.5],
  "homo_ev": [-19.30, -19.30]
}

=====

Record 2
{
  "formula": "C31H32N4",
  "method": "ωB97M-V with the def2-TZVPD basis set",
  "elements": ["C", "C", "C", "N", "C", "N", "C", "C", "C", "C", "C", "C", "H", "H", "H", "H", "H", "H", "C", "C", "C", "C", "C", "C", "N", "C", "N", "C", "C", "C", "C", "C", "C", "C", "C", "C", "C", "C", "C", "C", "C", "H", "H", "H", "H", "H", "H", "H", "H", "H", "H", "H", "H", "H", "H", "H", "H", "H", "H", "H", "H", "H", "H", "H", "H", "H", "H"],
  "positions_angstrom": [[0.286, -0.852, 3.051], [1.295, 0.073, 3.126], [2.650, -0.285, 2.991], [3.785, -0.551, 2.898], [1.097, 1.427, 3.538], [0.941, 2.534, 3.891], [-1.114, -0.473, 3.093], [-1.581, 0.713, 2.476], [-2.912, 1.107, 2.595], [-3.803, 0.328, 3.346], [-3.371, -0.861, 3.950], [-2.056, -1.280, 3.776], [0.542, -1.913, 3.022], [-0.886, 1.309, 1.880], [-3.248, 2.031, 2.114], [-4.832, 0.655, 3.474], [-4.059, -1.462, 4.553], [-1.704, -2.217, 4.207], [-5.973, -1.588, -0.533], [-4.568, -1.192, -0.875], [-4.278, 0.110, -1.290], [-2.990, 0.487, -1.676], [-2.773, 1.908, -2.083], [-1.954, -0.467, -1.612], [-0.612, -0.121, -1.952], [0.447, -0.198, -1.117], [1.530, 0.300, -1.744], [2.777, 0.540, -1.116], [3.342, -0.478, -0.327], [2.663, -1.792, -0.122], [4.562, -0.239, 0.297], [5.227, 0.980, 0.197], [6.534, 1.145, 0.913], [4.642, 1.990, -0.574], [3.422, 1.790, -1.227], [2.787, 2.933, -1.945], [1.297, 0.412, -3.208], [-0.145, 0.010, -3.364], [-2.233, -1.783, -1.206], [-1.158, -2.818, -1.206], [-3.528, -2.122, -0.822], [-6.002, -2.653, -0.281], [-6.354, -1.018, 0.325], [-6.659, -1.413, -1.373], [-5.085, 0.848, -1.316], [-1.735, 2.126, -2.346], [-3.410, 2.156, -2.945], [-3.073, 2.578, -1.264], [3.343, -2.443, 0.443], [1.737, -1.675, 0.459], [2.417, -2.295, -1.068], [5.015, -1.021, 0.906], [6.907, 2.168, 0.814], [6.416, 0.912, 1.980], [7.293, 0.455, 0.515], [5.147, 2.957, -0.661], [3.444, 3.804, -1.840], [2.668, 2.744, -3.017], [1.805, 3.199, -1.530], [1.479, 1.425, -3.562], [1.944, -0.287, -3.754], [-0.202, -0.962, -3.874], [-0.742, 0.748, -3.895], [-1.612, -3.783, -0.951], [-0.673, -2.921, -2.189], [-0.374, -2.594, -0.468], [-3.741, -3.142, -0.494]],
  "de_lowest_ev": 0.0000,
  "total_charge": 0,
  "gap_ev": 7.1,
  "homo_ev": -7.91
}

=====

Record 3
{
  "formula": "C31H32N5S2TeZr",
  "method": "ωB97M-V with the def2-TZVPD basis set",
  "elements": ["Zr", "C", "C", "C", "C", "C", "C", "C", "C", "C", "C", "H", "H", "H", "H", "H", "H", "H", "H", "H", "H", "H", "H", "H", "H", "N", "C", "C", "C", "C", "C", "C", "S", "N", "C", "C", "C", "C", "C", "C", "N", "H", "H", "H", "H", "H", "H", "H", "H", "H", "Te", "C", "C", "C", "C", "S", "H", "H", "H", "N", "C", "C", "C", "N", "C", "C", "H", "H", "H", "H", "H", "H"],
  "positions_angstrom": [[-0.158, 0.092, -0.396], [-1.255, 2.782, -3.827], [-2.131, 2.147, -2.755], [-2.278, 3.037, -1.514], [-1.696, 0.728, -2.411], [-0.563, 0.129, -2.993], [-0.309, -1.241, -2.837], [-1.107, -2.052, -2.025], [-0.859, -3.525, -1.914], [-2.208, -1.446, -1.400], [-2.505, -0.097, -1.605], [-1.654, 3.762, -4.084], [-1.239, 2.194, -4.746], [-0.231, 2.935, -3.480], [-3.134, 2.020, -3.178], [-1.367, 3.050, -0.910], [-3.116, 2.734, -0.884], [-2.465, 4.065, -1.822], [0.032, 0.708, -3.685], [0.485, -1.689, -3.421], [-1.403, -4.037, -2.712], [-1.222, -3.920, -0.964], [0.197, -3.767, -2.033], [-2.892, -2.060, -0.827], [-3.447, 0.293, -1.241], [1.402, -3.288, 1.862], [0.650, -3.515, 3.058], [1.245, -4.182, 4.110], [0.518, -4.398, 5.272], [-0.783, -3.928, 5.375], [-1.364, -3.232, 4.320], [-0.643, -3.041, 3.154], [-1.412, -2.252, 1.776], [-0.022, -1.732, 0.855], [1.110, -2.407, 0.935], [2.104, -2.133, -0.143], [3.170, -2.953, -0.433], [3.999, -2.618, -1.500], [3.731, -1.467, -2.216], [2.644, -0.695, -1.853], [1.829, -1.028, -0.846], [2.326, -3.696, 1.848], [2.267, -4.541, 4.030], [0.974, -4.932, 6.094], [-1.353, -4.102, 6.278], [-2.381, -2.865, 4.402], [3.359, -3.856, 0.131], [4.839, -3.249, -1.758], [4.353, -1.158, -3.045], [2.428, 0.236, -2.359], [1.653, 2.219, 0.057], [2.138, 3.439, -1.542], [3.360, 3.498, -2.152], [3.471, 4.627, -3.012], [2.347, 5.397, -3.003], [1.151, 4.772, -1.958], [4.156, 2.783, -1.986], [4.345, 4.855, -3.606], [2.162, 6.308, -3.552], [-2.283, 3.320, 4.499], [-1.962, 2.473, 3.532], [-2.894, 2.098, 2.530], [-2.499, 1.291, 1.514], [-1.239, 0.795, 1.389], [-0.385, 1.068, 2.417], [-0.674, 1.877, 3.461], [-3.202, 3.729, 4.557], [-1.629, 3.562, 5.227], [-3.918, 2.447, 2.568], [-3.212, 1.002, 0.759], [0.583, 0.578, 2.386], [0.067, 2.054, 4.229]],
  "de_lowest_ev": 0.9424,
  "total_charge": 3,
  "gap_ev": 5.7,
  "homo_ev": -15.33
}

=====

Computed strongest force on any atom (Eh/bohr) in order:
0.0366; 0.0667; 0.0094
Computed total energy (a.u.) in order:
-3263.857265; -1419.432926; -2584.918447